Here is a gas-phase ion, C5H6N (charge +1) from OMol25. Energies are from wB97M-V/def2-TZVPD.

## Properties
Gap between HOMO and LUMO ... 9.19 eV
Largest force on an atom ... 6.718 eV Å⁻¹
SMILES ... C#[N+]C=C=CC
Energy above the lowest of the compared OMol25 structures with the same formula, charge and spin ... 106.61 kcal/mol
Net charge ... +1
Energy ... -248.44579 a.u.
LUMO ... -5.50 eV

Cartesian coordinates (Å):
C  3.09  -0.83  -0.12
C  -1.25  0.40  -0.46
C  0.06  0.56  -0.15
C  1.40  0.85  0.31
C  -2.31  -0.37  0.27
N  2.44  0.08  0.10
H  3.83  -1.38  -0.67
H  -1.42  0.77  -1.42
H  1.66  1.65  0.88
H  -1.90  -0.82  1.28
H  -2.45  -1.19  -0.28
H  -3.14  0.29  0.27

=====

Here is a gas-phase ion, C5H6N (charge +1) from OMol25. Energies are from wB97M-V/def2-TZVPD.

## Properties
Gap between HOMO and LUMO ... 8.91 eV
Largest force on an atom ... 4.196 eV Å⁻¹
SMILES ... C=CC#[N+]C=C
Energy above the lowest of the compared OMol25 structures with the same formula, charge and spin ... 72.76 kcal/mol
Net charge ... +1
Energy ... -248.49973 a.u.
LUMO ... -5.80 eV

Cartesian coordinates (Å):
C  1.77  0.35  -0.41
C  -2.07  0.27  -0.54
C  0.41  0.52  -0.56
C  2.57  -0.32  0.49
C  -2.39  -0.25  0.62
N  -0.73  0.38  -0.80
H  2.37  0.67  -1.31
H  -2.72  0.59  -1.26
H  3.56  -0.47  0.14
H  2.10  -0.78  1.39
H  -1.46  -0.60  1.28
H  -3.41  -0.36  0.96

=====

Here is a molecular structure, C5H6N from OMol25. Energies are from wB97M-V/def2-TZVPD.

## Properties
Gap between HOMO and LUMO ... 11.51 eV
Largest force on an atom ... 3.991 eV Å⁻¹
Energy above the lowest of the compared OMol25 structures with the same formula, charge and spin ... 151.28 kcal/mol
Net charge ... +1
Energy ... -248.37461 a.u.
LUMO ... -4.53 eV

Cartesian coordinates (Å):
C  1.12  0.70  -0.11
C  0.89  -0.79  -0.04
C  -1.43  0.12  -0.77
C  -1.38  0.02  0.73
C  -0.39  0.77  -0.04
N  -0.62  -0.86  -0.10
H  1.42  0.97  0.96
H  1.52  1.24  -0.95
H  1.45  -1.65  -0.54
H  1.18  -1.06  0.99
H  -1.74  0.36  -1.76
H  -2.02  0.18  1.62

=====

Here is a gas-phase ion, C5H6N (charge +1) from OMol25. Energies are from wB97M-V/def2-TZVPD.

## Properties
Gap between HOMO and LUMO ... 7.96 eV
Largest force on an atom ... 3.182 eV Å⁻¹
Energy above the lowest of the compared OMol25 structures with the same formula, charge and spin ... 163.00 kcal/mol
Net charge ... +1
Energy ... -248.35593 a.u.
LUMO ... -6.53 eV

Cartesian coordinates (Å):
C  -1.60  -0.29  0.15
C  -0.97  -1.46  -0.05
C  -1.96  0.87  0.04
C  0.93  1.09  -0.18
C  1.20  -0.05  0.46
N  0.50  -1.26  -0.06
H  1.44  2.03  0.10
H  1.74  -0.21  1.41
H  0.16  1.17  -0.90
H  0.59  -1.32  -1.17
H  -2.75  1.67  -0.05
H  0.72  -2.23  0.25

=====

Here is a gas-phase ion, C5H6N (charge +1) from OMol25. Energies are from wB97M-V/def2-TZVPD.

## Properties
Gap between HOMO and LUMO ... 10.40 eV
Largest force on an atom ... 3.048 eV Å⁻¹
SMILES ... C=C=C1[C@H]2[NH2+][C@@H]12
Energy above the lowest of the compared OMol25 structures with the same formula, charge and spin ... 136.38 kcal/mol
Net charge ... +1
Energy ... -248.39836 a.u.
LUMO ... -3.70 eV

Cartesian coordinates (Å):
C  -1.51  0.40  0.34
C  -0.55  0.38  -0.50
C  -1.91  -0.35  1.31
C  0.61  0.49  -1.36
C  0.56  -0.59  -0.32
N  1.60  0.46  -0.26
H  -1.84  -0.02  2.34
H  -2.64  -1.13  1.16
H  0.82  0.60  -2.40
H  0.74  -1.64  -0.32
H  2.57  0.23  -0.48
H  1.53  1.17  0.48

=====

Here is a gas-phase ion, C5H6N (charge +1) from OMol25. Energies are from wB97M-V/def2-TZVPD.

## Properties
Gap between HOMO and LUMO ... 7.16 eV
Largest force on an atom ... 5.927 eV Å⁻¹
Energy above the lowest of the compared OMol25 structures with the same formula, charge and spin ... 170.92 kcal/mol
Net charge ... +1
Energy ... -248.34331 a.u.
LUMO ... -6.65 eV

Cartesian coordinates (Å):
C  -1.20  0.39  -0.02
C  -1.41  -0.88  -0.14
C  1.40  0.89  -0.34
C  0.88  -0.22  0.05
C  0.19  -1.45  0.05
N  -0.84  1.58  0.28
H  1.74  1.42  -1.24
H  1.74  1.53  0.57
H  0.89  -1.98  -0.66
H  -2.40  -1.25  -0.38
H  0.36  -2.14  0.90
H  -1.35  2.10  0.94

=====

Here is a molecular structure, C5H6N from OMol25. Energies are from wB97M-V/def2-TZVPD.

## Properties
Gap between HOMO and LUMO (spin up / spin down) ... 7.25 / 7.25 eV
Largest force on an atom ... 5.364 eV Å⁻¹
Energy above the lowest of the compared OMol25 structures with the same formula, charge and spin ... 129.96 kcal/mol
Net charge ... +1
Energy ... -248.40859 a.u.
LUMO (spin up / spin down) ... -8.19 / -8.19 eV

Cartesian coordinates (Å):
C  -0.27  -0.24  0.85
C  -1.38  1.61  0.02
C  0.57  0.01  -0.36
C  -1.35  0.69  1.05
C  1.54  -1.04  -0.81
N  0.00  0.90  -1.05
H  -0.09  -1.13  1.33
H  -1.98  2.30  -0.55
H  -2.04  0.67  1.91
H  2.41  -0.99  -0.15
H  1.50  -0.90  -1.83
H  1.08  -1.88  -0.43

=====

Here is a gas-phase ion, C5H6N (charge +1) from OMol25. Energies are from wB97M-V/def2-TZVPD.

## Properties
Gap between HOMO and LUMO (spin up / spin down) ... 6.25 / 6.25 eV
Largest force on an atom ... 2.562 eV Å⁻¹
Energy above the lowest of the compared OMol25 structures with the same formula, charge and spin ... 138.87 kcal/mol
Net charge ... +1
Energy ... -248.39438 a.u.
LUMO (spin up / spin down) ... -7.52 / -7.52 eV

Cartesian coordinates (Å):
C  1.85  -0.26  -0.22
C  0.59  -0.19  -0.35
C  3.10  0.17  -0.14
C  -2.70  0.59  -0.12
C  -0.71  -0.76  0.04
N  -2.06  -0.43  -0.37
H  3.30  1.26  -0.51
H  3.82  -0.53  0.19
H  -3.86  0.65  -0.31
H  -2.15  1.42  0.35
H  -0.79  -0.43  1.06
H  -0.77  -1.81  0.03

=====

Here is a molecular structure, C5H6N from OMol25. Energies are from wB97M-V/def2-TZVPD.

## Properties
Gap between HOMO and LUMO (spin up / spin down) ... 7.25 / 7.25 eV
Largest force on an atom ... 4.084 eV Å⁻¹
Energy above the lowest of the compared OMol25 structures with the same formula, charge and spin ... 121.47 kcal/mol
Net charge ... +1
Energy ... -248.42212 a.u.
LUMO (spin up / spin down) ... -7.46 / -7.46 eV

Cartesian coordinates (Å):
C  -1.00  -0.15  1.69
C  0.41  0.10  -0.30
C  1.40  0.40  -1.28
C  -1.00  -0.57  -0.53
C  0.69  0.40  1.00
N  -1.51  -0.69  0.72
H  -1.34  -0.19  2.68
H  1.80  1.37  -1.07
H  1.61  -0.03  -2.21
H  -1.54  0.01  -1.24
H  -1.10  -1.48  -1.02
H  1.57  0.84  1.56

=====

Here is a gas-phase ion, C5H6N (charge +1) from OMol25. Energies are from wB97M-V/def2-TZVPD.

## Properties
Gap between HOMO and LUMO (spin up / spin down) ... 6.85 / 6.84 eV
Largest force on an atom ... 4.791 eV Å⁻¹
Energy above the lowest of the compared OMol25 structures with the same formula, charge and spin ... 97.57 kcal/mol
Net charge ... +1
Energy ... -248.46020 a.u.
LUMO (spin up / spin down) ... -8.09 / -8.09 eV

Cartesian coordinates (Å):
C  -0.88  0.14  0.03
C  -2.24  0.09  -0.07
C  1.45  0.41  -0.07
C  1.10  -1.00  0.00
C  0.32  1.19  0.03
N  -0.32  -1.12  -0.01
H  -2.67  1.07  0.04
H  -2.79  -0.84  0.00
H  2.44  0.91  0.00
H  0.29  2.22  -0.12
H  1.64  -1.61  -0.73
H  1.66  -1.45  0.89

=====

Here is a molecular structure, C5H6N2 from OMol25. Energies are from wB97M-V/def2-TZVPD.

## Properties
Gap between HOMO and LUMO ... 9.73 eV
Largest force on an atom ... 0.364 eV Å⁻¹
Energy above the lowest of the compared OMol25 structures with the same formula, charge and spin ... 33.88 kcal/mol
Net charge ... 0
Energy ... -303.58208 a.u.
LUMO ... 0.97 eV

Cartesian coordinates (Å):
C  -1.34  -0.54  0.04
C  -1.34  1.01  0.05
C  0.14  0.83  -0.18
N  1.32  1.21  0.23
C  2.07  0.04  0.12
C  1.31  -1.03  -0.26
N  0.05  -0.50  -0.52
H  -2.09  -1.06  -0.57
H  -1.33  -0.94  1.06
H  -1.90  1.47  -0.78
H  -1.61  1.49  0.99
H  3.13  0.04  0.33
H  1.60  -2.04  -0.49

=====

Here is a molecular structure, C5H6N2 from OMol25. Energies are from wB97M-V/def2-TZVPD.

## Properties
Gap between HOMO and LUMO ... 10.99 eV
Largest force on an atom ... 0.501 eV Å⁻¹
Energy above the lowest of the compared OMol25 structures with the same formula, charge and spin ... 79.67 kcal/mol
Net charge ... 0
Energy ... -303.50911 a.u.
LUMO ... 1.21 eV

Cartesian coordinates (Å):
N  1.47  -0.12  1.36
C  1.58  1.03  0.88
C  1.38  0.04  -0.15
C  0.01  -0.06  -0.79
C  -1.02  -1.04  -0.15
C  -1.70  0.27  0.14
N  -0.87  1.08  -0.40
H  2.22  -0.35  -0.73
H  0.10  -0.15  -1.88
H  -1.55  -1.70  -0.83
H  -0.65  -1.60  0.72
H  -2.63  0.54  0.63
H  1.65  2.06  1.20

=====

Here is C5H6N2 in the gas phase from OMol25. Energies are from wB97M-V/def2-TZVPD.

## Properties
Gap between HOMO and LUMO ... 9.56 eV
Largest force on an atom ... 4.726 eV Å⁻¹
SMILES ... C#C[C@@H]1C=NNC1
Energy above the lowest of the compared OMol25 structures with the same formula, charge and spin ... 88.80 kcal/mol
Net charge ... 0
Energy ... -303.49456 a.u.
LUMO ... 0.95 eV

Cartesian coordinates (Å):
C  -2.70  -0.07  -0.50
C  -1.66  0.09  0.05
C  -0.26  0.11  0.66
C  0.53  -1.14  0.43
C  0.56  1.22  0.19
H  -3.74  -0.07  -0.73
H  -0.38  0.36  1.70
H  0.07  -2.04  0.07
H  1.00  -1.29  1.43
H  2.34  -1.16  -0.67
H  0.72  2.33  0.42
N  1.43  -0.63  -0.59
N  1.60  0.72  -0.43

=====

Here is C5H6N2O in the gas phase from OMol25. Energies are from wB97M-V/def2-TZVPD.

## Properties
Gap between HOMO and LUMO ... 10.41 eV
Largest force on an atom ... 13.245 eV Å⁻¹
SMILES ... N#CCC(=O)[C@@H]1CN1
Energy above the lowest of the compared OMol25 structures with the same formula, charge and spin ... 125.90 kcal/mol
Net charge ... 0
Energy ... -378.67031 a.u.
LUMO ... 0.02 eV

Cartesian coordinates (Å):
C  -0.41  -1.00  -0.47
C  -1.03  -0.54  0.75
C  -2.29  0.39  0.69
C  0.54  -0.05  -0.85
C  1.65  0.48  0.05
H  -0.01  -0.14  1.27
H  -1.38  -1.35  1.41
H  0.96  -0.55  -1.82
H  2.61  0.61  -0.40
H  1.99  0.29  1.00
H  0.94  2.08  -0.86
N  -3.58  0.64  0.46
N  0.46  1.30  -0.35
O  -0.44  -2.17  -0.90

=====

Here is C5H6N2O in the gas phase from OMol25. Energies are from wB97M-V/def2-TZVPD.

## Properties
Gap between HOMO and LUMO ... 9.37 eV
Largest force on an atom ... 6.498 eV Å⁻¹
SMILES ... O=C1C[C@H]2N=CN[C@H]12
Energy above the lowest of the compared OMol25 structures with the same formula, charge and spin ... 137.21 kcal/mol
Net charge ... 0
Energy ... -378.65228 a.u.
LUMO ... 0.24 eV

Cartesian coordinates (Å):
C  -1.77  -0.33  -0.14
C  -1.26  1.27  0.04
C  0.06  0.79  -0.29
C  1.99  -0.34  0.02
C  -0.17  -0.69  -0.01
H  -1.66  2.21  -0.36
H  -1.18  1.17  1.17
H  -0.13  1.10  -1.37
H  3.08  -0.57  -0.04
H  1.53  -2.48  -0.48
H  -0.37  -0.60  1.22
N  1.60  0.86  0.22
N  1.12  -1.41  -0.04
O  -2.84  -0.98  0.06

=====

Here is C5H6N2O in the gas phase from OMol25. Energies are from wB97M-V/def2-TZVPD.

## Properties
Gap between HOMO and LUMO ... 9.93 eV
Largest force on an atom ... 3.151 eV Å⁻¹
SMILES ... C#C/C(=N\O)N1CC1
Energy above the lowest of the compared OMol25 structures with the same formula, charge and spin ... 116.19 kcal/mol
Net charge ... 0
Energy ... -378.68578 a.u.
LUMO ... 0.78 eV

Cartesian coordinates (Å):
C  0.03  -0.17  -0.13
C  -0.74  -0.68  -1.26
C  -1.52  -1.15  -2.08
C  -0.08  2.06  1.01
C  1.29  1.89  0.43
H  0.35  -2.69  1.45
H  -2.21  -1.66  -2.67
H  -0.64  2.96  0.85
H  -0.23  1.49  1.92
H  1.82  2.71  -0.13
H  2.01  1.35  1.06
N  0.49  -0.92  0.82
N  0.18  1.19  -0.21
O  0.03  -2.21  0.68

=====

Here is C5H6N2O in the gas phase from OMol25. Energies are from wB97M-V/def2-TZVPD.

## Properties
Gap between HOMO and LUMO ... 9.93 eV
Largest force on an atom ... 10.101 eV Å⁻¹
SMILES ... O/N=C1/C=C[C@@H]2N[C@H]12
Energy above the lowest of the compared OMol25 structures with the same formula, charge and spin ... 148.29 kcal/mol
Net charge ... 0
Energy ... -378.63463 a.u.
LUMO ... 0.93 eV

Cartesian coordinates (Å):
C  0.53  0.27  -0.06
C  -0.57  1.49  0.00
C  -1.76  1.00  0.01
C  -1.61  -0.47  -0.33
C  -0.23  -0.88  -0.39
H  3.22  0.10  -0.23
H  0.05  2.45  0.38
H  -2.68  1.59  0.41
H  -2.50  -0.84  -1.03
H  -1.02  -1.21  1.66
H  0.17  -1.56  -1.25
N  1.68  0.58  0.09
N  -0.98  -1.46  0.55
O  2.45  -0.36  0.02

=====

Here is 2 unconnected molecules or ions with the total composition C5H6N2O from OMol25. Energies are from wB97M-V/def2-TZVPD.

## Properties
Gap between HOMO and LUMO ... 9.31 eV
Largest force on an atom ... 4.929 eV Å⁻¹
SMILES ... N#C/C=C/N.C=C=O
Energy above the lowest of the compared OMol25 structures with the same formula, charge and spin ... 53.81 kcal/mol
Net charge ... 0
Energy ... -378.78519 a.u.
LUMO ... 0.75 eV

Cartesian coordinates (Å):
C  -0.57  1.76  -0.66
C  -1.11  0.32  1.28
C  1.28  -0.91  -0.93
C  2.20  -0.27  -1.53
C  -1.12  0.59  -0.07
N  -0.05  2.56  -1.30
N  -1.28  -0.88  1.89
O  0.54  -1.55  -0.31
H  -0.76  1.18  2.03
H  -1.40  -1.67  1.20
H  2.88  0.27  -1.02
H  2.38  -0.14  -2.61
H  -1.45  -0.12  -0.77
H  -1.54  -1.13  2.79

=====

Here is C5H6N2O in the gas phase from OMol25. Energies are from wB97M-V/def2-TZVPD.

## Properties
Gap between HOMO and LUMO ... 9.02 eV
Largest force on an atom ... 8.600 eV Å⁻¹
SMILES ... C#C/C=N\N=C/CO
Energy above the lowest of the compared OMol25 structures with the same formula, charge and spin ... 165.01 kcal/mol
Net charge ... 0
Energy ... -378.60798 a.u.
LUMO ... -0.12 eV

Cartesian coordinates (Å):
C  -2.03  0.47  0.65
C  -1.05  1.25  -0.31
C  1.28  -1.14  -0.06
C  2.21  -0.14  0.46
C  3.02  0.70  0.38
H  -1.50  -1.09  -0.37
H  -3.12  0.96  0.10
H  -1.92  0.57  1.91
H  -1.35  2.35  -0.64
H  1.50  -2.24  0.21
H  3.50  1.69  0.92
N  -0.19  0.54  -0.96
N  0.25  -0.79  -0.78
O  -2.27  -0.92  0.41

=====

Here is a molecular structure, C5H6N2O from OMol25. Energies are from wB97M-V/def2-TZVPD.

## Properties
Gap between HOMO and LUMO ... 9.92 eV
Largest force on an atom ... 7.581 eV Å⁻¹
Energy above the lowest of the compared OMol25 structures with the same formula, charge and spin ... 98.29 kcal/mol
Net charge ... 0
Energy ... -378.71430 a.u.
LUMO ... 0.60 eV

Cartesian coordinates (Å):
C  0.99  -0.20  -0.48
C  -0.34  0.21  1.14
C  -1.24  -0.75  0.29
C  -0.54  0.19  -0.87
C  -0.64  1.39  0.19
H  1.74  -0.82  -2.03
H  1.98  -0.03  1.38
H  -0.50  0.21  2.18
H  -1.12  -1.85  0.10
H  -2.20  -0.62  0.48
H  -0.73  0.10  -2.01
N  1.95  -0.86  -1.04
N  1.16  0.40  0.67
O  -0.52  2.62  0.01